1.
{
  "formula": "C4H26N2O8",
  "method": "ωB97M-V/def2-TZVPD",
  "de_lowest_ev": 1.324,
  "gap_ev": 9.09,
  "total_charge": 0,
  "multiplicity": 1,
  "homo_ev": -9.05,
  "lumo_ha": 0.001,
  "elements": ["O", "O", "O", "O", "O", "O", "O", "O", "N", "N", "C", "C", "C", "C", "H", "H", "H", "H", "H", "H", "H", "H", "H", "H", "H", "H", "H", "H", "H", "H", "H", "H", "H", "H", "H", "H", "H", "H", "H", "H"],
  "positions_angstrom": [[-1.79, 0.31, 0.74], [-2.38, 2.16, -0.96], [0.39, -2.54, 1.54], [-0.62, 2.06, -3.20], [0.40, -0.12, -2.19], [-1.26, -1.70, 3.58], [-1.90, -2.33, -1.58], [-2.75, -2.92, 1.78], [2.04, -0.22, 1.89], [0.46, 2.54, -0.02], [1.80, 0.01, -1.92], [1.45, 0.25, 0.60], [2.23, -0.39, -0.51], [1.58, 1.82, 0.58], [-0.19, 0.44, -1.68], [-1.52, 0.88, 0.01], [3.32, -0.01, -0.37], [1.78, 2.11, 1.61], [-1.91, -3.36, 1.88], [-0.16, 2.82, 0.73], [-2.73, 0.25, 0.54], [-1.41, -1.81, -2.22], [3.03, -0.40, 1.84], [2.57, -1.44, -0.37], [0.13, 2.66, -3.19], [2.12, -0.63, -2.77], [1.19, -2.07, 1.84], [0.04, 2.17, -0.85], [-3.21, 2.61, -1.12], [0.16, -3.09, 2.29], [1.86, 0.49, 2.58], [2.44, 2.11, -0.09], [-0.50, 1.53, -4.01], [-2.73, -2.39, 0.98], [-0.97, -0.94, 3.06], [-1.58, -2.01, -0.73], [-2.03, -2.12, 3.13], [0.35, -0.05, 0.56], [-1.84, 2.33, -1.74], [2.10, 1.03, -2.26]],
  "mulliken_charge": [-0.55, -0.58, -0.61, -0.69, -0.48, -0.71, -0.67, -0.72, -0.74, -0.35, -0.53, 1.73, -1.06, -1.19, 0.30, 0.31, 0.43, 0.50, 0.33, 0.31, 0.28, 0.34, 0.22, 0.35, 0.30, 0.37, 0.28, -0.11, 0.26, 0.31, 0.22, 0.20, 0.32, 0.29, 0.30, 0.32, 0.47, -0.31, 0.34, 0.21]
}

2.
{
  "formula": "C34H43BrPRuS4Si",
  "method": "ωB97M-V/def2-TZVPD",
  "gap_ev": [5.44, 5.28],
  "s_squared": 6.03,
  "total_charge": 1,
  "multiplicity": 5,
  "homo_ev": [-10.00, -9.84],
  "lumo_ha": [-0.168, -0.168],
  "elements": ["Ru", "Br", "S", "S", "S", "S", "P", "Si", "C", "C", "C", "C", "C", "C", "C", "C", "C", "C", "C", "C", "C", "C", "C", "C", "C", "C", "C", "C", "C", "C", "C", "C", "C", "C", "C", "C", "C", "C", "C", "C", "C", "C", "H", "H", "H", "H", "H", "H", "H", "H", "H", "H", "H", "H", "H", "H", "H", "H", "H", "H", "H", "H", "H", "H", "H", "H", "H", "H", "H", "H", "H", "H", "H", "H", "H", "H", "H", "H", "H", "H", "H", "H", "H", "H", "H"],
  "positions_angstrom": [[-1.41, 3.54, 0.03], [-2.32, 1.22, 0.11], [-0.95, 5.87, 0.11], [-3.84, 5.93, -1.40], [-2.64, 6.94, 0.01], [-3.53, 4.00, -1.08], [1.54, 3.87, 0.17], [-1.15, -3.00, -0.51], [-0.78, 2.37, 4.58], [0.76, 1.31, -0.87], [-0.51, -1.64, 1.98], [0.18, 3.27, -2.17], [5.09, 2.47, -1.40], [0.35, 2.84, 2.46], [1.56, 2.89, 1.71], [-3.09, -3.05, -0.36], [5.88, 3.61, -1.39], [-0.21, -5.26, -1.90], [3.26, 3.71, -0.47], [3.79, 2.52, -0.95], [0.73, 2.70, -1.01], [-3.75, -2.16, -1.42], [1.58, 1.75, 4.26], [-0.06, -2.82, 1.10], [-0.35, -3.75, -2.15], [0.22, 0.51, -1.86], [0.38, 2.30, 3.77], [-0.32, 1.07, -3.01], [-1.91, 3.00, 4.13], [2.73, 1.81, 3.53], [-0.86, 3.39, 1.99], [2.73, 2.42, 2.27], [5.35, 4.81, -0.94], [1.44, -2.63, 0.80], [4.04, 4.86, -0.48], [1.03, -3.18, -2.52], [-1.94, 3.53, 2.82], [-3.58, -2.56, 1.00], [-3.55, -4.51, -0.54], [-0.33, 2.45, -3.17], [-1.26, -3.51, -3.36], [-0.20, -4.12, 1.91], [-0.74, 0.45, -3.78], [-0.83, -3.99, -4.23], [-4.62, -4.56, -0.39], [3.18, 1.62, -0.97], [0.36, -4.02, 2.84], [-3.20, -3.16, 1.82], [-1.24, -4.32, 2.17], [0.11, -5.75, -2.82], [1.61, -1.78, 0.14], [-3.08, -5.17, 0.18], [5.96, 5.70, -0.95], [6.90, 3.57, -1.74], [-4.67, -2.64, 1.02], [3.66, 2.52, 1.73], [1.96, -2.43, 1.73], [-1.15, -5.72, -1.61], [1.15, 0.87, 0.04], [0.19, -4.98, 1.37], [0.96, -2.15, -2.85], [-4.83, -2.19, -1.26], [0.22, -0.56, -1.72], [-3.43, -1.13, -1.31], [3.66, 1.43, 3.93], [-0.73, 2.88, -4.07], [5.50, 1.54, -1.77], [0.52, -5.46, -1.13], [0.22, -1.50, 2.77], [3.63, 5.79, -0.12], [-0.75, 1.96, 5.57], [-3.33, -1.51, 1.14], [1.42, -3.75, -3.36], [1.58, 1.32, 5.25], [-2.86, 4.03, 2.49], [1.88, -3.52, 0.36], [-3.35, -4.89, -1.54], [-2.25, -3.92, -3.21], [-3.56, -2.49, -2.43], [-0.59, -0.72, 1.42], [0.27, 4.34, -2.34], [-2.79, 3.09, 4.75], [-1.33, -2.45, -3.57], [1.75, -3.24, -1.72], [-1.46, -1.84, 2.45]],
  "lowdin_spin": [2.31, 0.07, 0.22, 0.36, 0.24, 0.41, 0.04, 0.00, 0.03, 0.03, 0.00, 0.03, 0.00, 0.02, 0.00, 0.00, 0.00, 0.00, 0.02, 0.00, 0.02, 0.00, 0.01, 0.00, 0.00, 0.01, 0.00, 0.03, 0.00, 0.00, 0.05, 0.01, 0.00, 0.00, 0.00, 0.00, 0.06, 0.00, 0.00, 0.01, 0.00, 0.00, 0.00, 0.00, 0.00, 0.00, 0.00, 0.00, 0.00, 0.00, 0.00, 0.00, 0.00, 0.00, 0.00, 0.00, 0.00, 0.00, 0.00, 0.00, 0.00, 0.00, 0.00, 0.00, 0.00, 0.00, 0.00, 0.00, 0.00, 0.00, 0.00, 0.00, 0.00, 0.00, 0.01, 0.00, 0.00, 0.00, 0.00, 0.00, 0.00, 0.00, 0.00, 0.00, 0.00]
}

Number 1: M 230.3 g mol⁻¹, calculated total energy -23928.8904 eV. Number 2: M 820.0 g mol⁻¹, calculated total energy -169081.4997 eV.